8 unconnected molecules or ions with the total composition C24H64O24S8. Source: OMol25; level of theory: the ωB97M-V functional and the def2-TZVPD basis.

ORCA input file:
```
! RIJCOSX wB97M-V def2-TZVPD def2/J DEFGRID3
* xyz 0 1
O 3.80 4.93 0.91
S 3.96 3.53 1.38
O 4.28 3.18 2.75
O 2.73 2.62 0.89
C 1.90 3.13 -0.08
C 0.93 4.00 0.70
C 5.30 2.77 0.32
H 1.45 2.28 -0.60
H 2.58 3.69 -0.71
H 0.35 4.63 0.02
H 1.44 4.72 1.34
H 0.22 3.42 1.27
H 6.24 2.78 0.89
H 5.33 3.31 -0.62
H 5.00 1.72 0.24
O -0.96 4.14 7.69
S 0.43 3.95 7.38
O 1.48 4.23 8.31
O 0.60 2.45 6.71
C 1.62 1.58 7.19
C 1.77 0.54 6.06
C 0.66 4.76 5.74
H 1.07 1.12 8.01
H 2.56 1.82 7.69
H 0.78 0.10 5.90
H 2.23 -0.40 6.39
H 2.18 0.89 5.12
H 1.67 4.46 5.48
H 0.42 5.78 6.05
H -0.19 4.50 5.11
O -0.10 -2.65 -5.24
S -1.40 -3.28 -5.48
O -1.71 -3.75 -6.82
O -1.56 -4.63 -4.42
C -2.19 -5.78 -4.79
C -2.35 -6.71 -3.51
C -2.82 -2.11 -4.85
H -1.49 -6.19 -5.51
H -3.12 -5.57 -5.33
H -2.70 -7.72 -3.72
H -3.23 -6.36 -2.98
H -1.52 -6.66 -2.80
H -3.81 -2.52 -4.66
H -2.82 -1.14 -5.34
H -2.71 -1.87 -3.80
O -1.79 -0.32 1.14
S -0.44 -0.84 0.90
O -0.14 -2.25 0.63
O 0.20 0.04 -0.41
C -0.52 -0.11 -1.62
C 0.47 0.17 -2.75
C 0.78 -0.13 2.12
H -1.40 0.53 -1.58
H -0.92 -1.12 -1.64
H 0.77 1.22 -2.71
H 0.06 -0.12 -3.72
H 1.32 -0.45 -2.48
H 0.79 0.96 2.07
H 1.71 -0.60 1.81
H 0.58 -0.47 3.13
O 7.03 4.60 -3.32
S 7.23 3.16 -3.43
O 8.03 2.47 -2.39
O 5.73 2.45 -3.38
C 5.59 1.06 -3.18
C 4.18 0.79 -2.83
C 7.84 2.67 -5.14
H 6.24 0.76 -2.36
H 5.91 0.58 -4.11
H 3.77 -0.06 -3.37
H 3.51 1.64 -2.92
H 4.08 0.59 -1.76
H 8.32 3.56 -5.55
H 7.05 2.43 -5.85
H 8.52 1.81 -5.19
O -5.81 2.17 -3.09
S -5.28 3.04 -2.01
O -5.47 2.55 -0.69
O -3.63 3.40 -2.18
C -3.12 3.98 -3.42
C -1.68 3.42 -3.72
C -6.01 4.71 -2.27
H -3.15 5.07 -3.28
H -3.65 3.82 -4.36
H -0.91 3.62 -2.97
H -1.31 3.95 -4.59
H -1.76 2.35 -3.91
H -5.52 5.42 -1.59
H -7.06 4.70 -1.97
H -5.92 4.99 -3.32
O 0.60 -2.81 4.00
S 1.14 -4.17 3.99
O 2.49 -4.50 4.49
O 0.08 -5.12 4.82
C 0.10 -5.01 6.24
C -0.99 -4.07 6.78
C 0.94 -4.93 2.34
H 1.03 -4.63 6.66
H -0.08 -6.01 6.62
H -0.79 -3.06 6.42
H -1.02 -4.16 7.87
H -2.02 -4.26 6.47
H 0.90 -6.02 2.38
H 1.75 -4.53 1.73
H -0.03 -4.69 1.90
O -5.63 -1.24 -2.89
S -5.38 -1.86 -1.59
O -6.48 -2.65 -1.06
O -4.03 -2.87 -1.76
C -3.29 -3.37 -0.66
C -4.02 -4.31 0.23
C -4.96 -0.65 -0.23
H -2.99 -2.50 -0.08
H -2.39 -3.67 -1.20
H -3.46 -4.45 1.15
H -4.27 -5.27 -0.21
H -4.94 -3.80 0.51
H -4.62 -1.27 0.60
H -5.89 -0.14 0.01
H -4.27 0.12 -0.57
*
```

- orbital gap (eV) = 10.82
- SMILES string = CCOS(C)(=O)=O.CCOS(C)(=O)=O.CCOS(C)(=O)=O.CCOS(C)(=O)=O.CCOS(C)(=O)=O.CCOS(C)(=O)=O.CCOS(C)(=O)=O.CCOS(C)(=O)=O
- HOMO (eV) = -10.7
- LUMO level (eV) = 0.10

A molecular structure, C6H10O. Source: OMol25; level of theory: the ωB97M-V functional and the def2-TZVPD basis.

ORCA input file:
```
! RIJCOSX wB97M-V def2-TZVPD def2/J DEFGRID3
* xyz 0 1
O 1.79 -1.32 2.17
C 2.60 -0.89 1.44
C 1.63 -0.18 -0.21
C 0.40 0.48 0.37
C -0.75 0.61 -0.60
C -1.66 -0.56 -0.84
C -2.16 0.65 -0.09
H 3.06 -0.38 0.58
H 2.19 0.48 -0.90
H 1.41 -1.12 -0.72
H 0.66 1.47 0.78
H 0.06 -0.13 1.23
H -0.54 1.24 -1.47
H -2.04 -0.73 -1.85
H -1.47 -1.46 -0.27
H -2.88 1.30 -0.58
H -2.31 0.55 0.98
*
```

- orbital gap (eV) = 8.72
- HOMO (eV) = -7.9
- LUMO level (eV) = 0.84

A molecular structure, H2LiO. Source: OMol25; level of theory: the ωB97M-V functional and the def2-TZVPD basis.

ORCA input file:
```
! RIJCOSX wB97M-V def2-TZVPD def2/J DEFGRID3
* xyz 1 1
O 3.71 2.40 4.19
H 4.67 2.19 4.18
H 3.32 1.81 3.51
Li 0.00 0.00 0.00
*
```

- orbital gap (eV) = 7.88
- HOMO (eV) = -14.0
- LUMO level (eV) = -6.10

A molecular structure, C17H23N6ORuS. Source: OMol25; level of theory: the ωB97M-V functional and the def2-TZVPD basis.

ORCA input file:
```
! RIJCOSX wB97M-V def2-TZVPD def2/J DEFGRID3
* xyz 1 5
Ru 0.40 -0.04 -0.77
C 3.14 1.44 -1.15
N 2.41 0.22 -0.82
C 3.12 -0.84 -0.46
C 2.43 -1.98 -0.04
C 2.79 -3.28 0.33
C 1.60 -3.95 0.58
C 0.56 -3.05 0.34
N 1.05 -1.86 -0.03
C 3.70 2.15 0.07
C 3.29 1.85 1.37
C 3.81 2.55 2.45
C 4.73 3.56 2.25
C 5.16 3.86 0.96
C 4.65 3.15 -0.12
H 2.44 2.10 -1.67
H 3.94 1.23 -1.86
H 4.20 -0.79 -0.47
H 3.79 -3.67 0.41
H 1.49 -4.98 0.89
H -0.50 -3.21 0.43
H 2.61 1.02 1.55
H 3.49 2.30 3.46
H 5.13 4.11 3.09
H 5.89 4.63 0.79
H 4.99 3.38 -1.12
S 0.07 1.03 -2.65
N -1.59 -0.58 -0.68
C -2.73 -0.78 -0.59
N -4.00 -1.01 -0.50
C -4.98 -0.21 -1.26
C -5.88 -1.16 -2.03
O -6.46 -2.11 -1.16
C -5.48 -2.93 -0.56
C -4.55 -2.10 0.32
H -4.45 0.47 -1.92
H -5.57 0.37 -0.55
H -5.30 -1.67 -2.81
H -6.70 -0.62 -2.50
H -4.89 -3.45 -1.33
H -6.00 -3.67 0.05
H -3.73 -2.70 0.71
H -5.11 -1.67 1.15
N -1.26 2.07 1.04
N 0.07 1.92 0.54
H -1.34 2.92 1.59
H -1.45 1.29 1.66
H 0.79 2.08 1.24
H 0.20 2.61 -0.19
*
```

- orbital gap (spin up / spin down) (eV) = 8.35 / 6.38
- expectation value of S² = 6.034
- HOMO (spin up / spin down) (eV) = -11.1 / -11.1
- LUMO level (spin up / spin down) (eV) = -2.73 / -4.73

A molecular structure, C7H5ClN2S. Source: OMol25; level of theory: the ωB97M-V functional and the def2-TZVPD basis.

ORCA input file:
```
! RIJCOSX wB97M-V def2-TZVPD def2/J DEFGRID3
* xyz 0 1
Cl -0.23 1.64 3.73
N 0.05 2.79 1.25
S 0.12 2.47 -0.42
C 0.04 1.71 1.99
C 0.09 -1.76 0.55
C -0.18 -0.82 1.48
C 0.15 -1.44 -0.84
C 0.00 0.83 -0.31
C -0.16 0.54 1.01
C 0.10 -0.15 -1.29
N 0.10 0.05 -2.68
H 0.22 -2.84 0.75
H -0.30 -0.97 2.53
H 0.24 -2.28 -1.51
H 0.04 -0.75 -3.22
H -0.27 0.97 -3.03
*
```

- orbital gap (eV) = 8.62
- HOMO (eV) = -8.1
- LUMO level (eV) = 0.49

A molecular structure, C17H18N2O6S. Source: OMol25; level of theory: the ωB97M-V functional and the def2-TZVPD basis.

ORCA input file:
```
! RIJCOSX wB97M-V def2-TZVPD def2/J DEFGRID3
* xyz 0 1
C -4.77 -0.07 1.95
H -3.90 0.68 2.07
O -4.66 -0.36 0.49
C -3.64 -1.05 -0.03
C -2.49 -1.38 0.54
C -1.46 -1.84 0.11
C -1.57 -2.28 -1.10
C -2.69 -1.95 -2.08
C -3.82 -1.38 -1.44
H -4.65 -1.29 -1.89
H -2.79 -2.07 -2.97
H -0.72 -2.49 -1.85
N -0.20 -2.00 0.70
C 1.07 -1.83 0.40
O 1.36 -2.36 -0.85
C 2.01 -1.32 1.43
N 2.45 -0.16 0.79
C 1.32 0.72 0.29
C 1.48 1.31 -1.18
C 0.26 1.94 -1.55
C -0.85 2.10 -0.96
C -0.93 1.79 0.62
C 0.26 1.17 1.09
H 0.20 0.84 2.25
O -2.01 2.20 0.79
C -2.68 2.66 0.00
O -1.99 2.51 -1.17
H -3.01 3.82 0.29
H -3.76 2.02 -0.07
H 0.34 2.18 -2.62
H 2.25 1.12 -1.77
S 3.94 0.12 0.01
O 4.84 -0.43 1.15
O 4.17 1.39 -0.21
C 4.05 -0.94 -1.36
H 5.01 -1.28 -1.23
H 3.22 -1.49 -1.60
H 4.16 -0.19 -1.95
H 1.68 -1.13 2.35
H 2.89 -1.73 1.43
H -0.26 -1.56 1.92
H -2.57 -0.83 1.97
H -4.77 -0.97 2.56
H -5.85 0.22 2.08
*
```

- orbital gap (eV) = 7.44
- HOMO (eV) = -7.3
- LUMO level (eV) = 0.16

11 unconnected molecules or ions with the total composition C4H26NO13. Source: OMol25; level of theory: the ωB97M-V functional and the def2-TZVPD basis.

ORCA input file:
```
! RIJCOSX wB97M-V def2-TZVPD def2/J DEFGRID3
* xyz -1 1
C 2.02 0.29 0.96
C 1.77 -0.72 -0.09
N 1.22 -1.97 0.25
C 0.90 -2.13 1.68
C -0.27 -1.25 2.06
O -1.07 -1.00 1.13
O -0.36 -1.08 3.26
O 1.53 -0.38 -1.23
H 1.21 0.55 1.56
H 2.75 0.22 1.77
H 2.18 1.25 0.55
H 0.36 -2.27 -0.27
H 1.68 -1.71 2.43
H 0.68 -3.22 1.91
H 1.30 -3.10 -2.40
H 1.16 -1.63 -2.41
O 1.34 -2.43 -3.04
H -2.09 1.65 1.47
H -1.69 0.32 0.86
O -2.22 1.29 0.65
H -2.15 -1.96 -1.74
H -1.35 -1.38 -0.73
O -1.18 -1.91 -1.47
H -0.27 3.26 2.02
H -0.20 2.31 0.81
O 0.32 2.83 1.44
H -0.63 -0.40 -2.43
H -0.69 -1.28 -3.68
O -0.91 -0.43 -3.36
H 0.05 1.31 -3.46
H 0.36 2.58 -2.81
O 0.46 2.20 -3.68
H 1.87 2.85 -2.08
H 1.88 1.24 -1.65
O 1.97 2.23 -1.34
H -2.66 -0.59 3.17
H -2.64 -1.42 1.89
O -3.22 -1.20 2.70
H 1.41 1.08 3.33
H 1.56 -0.48 3.86
O 1.92 0.35 3.88
H -2.81 1.38 -2.38
H -2.58 2.45 -1.30
O -2.97 2.30 -2.10
*
```

- orbital gap (eV) = 9.51
- HOMO (eV) = -6.8
- LUMO level (eV) = 2.69

A molecular structure, BrH6O3Zn2. Source: OMol25; level of theory: the ωB97M-V functional and the def2-TZVPD basis.

ORCA input file:
```
! RIJCOSX wB97M-V def2-TZVPD def2/J DEFGRID3
* xyz 3 1
Zn -1.49 -2.77 0.72
Zn 2.35 0.56 -0.09
Br -0.10 -0.89 -0.27
O -1.58 -0.15 -3.15
H -1.12 -0.13 -2.31
H -2.48 0.17 -2.97
O -1.41 2.20 0.73
H -1.05 1.44 0.26
H -1.53 1.92 1.65
O 2.83 -0.44 1.62
H 3.56 -0.96 2.01
H 2.02 -0.94 1.79
*
```

- orbital gap (eV) = 3.28
- HOMO (eV) = -20.6
- LUMO level (eV) = -17.30